ORCA calculation (ωB97M-V/def2-TZVPD) on a cluster of 20 separate species, C26H56Cl38IN2O2P in total in a non-equilibrium geometry.

ORCA input file:
```
! RIJCOSX wB97M-V def2-TZVPD def2/J DEFGRID3
* xyz 0 1
C 0.84 -0.23 -0.26
O -0.22 0.71 -0.30
C 0.05 1.78 -1.18
C -0.39 1.48 -2.64
N -0.82 0.11 -2.81
O 0.53 1.91 -3.60
C 1.75 1.18 -3.60
C 1.91 0.22 -4.79
C 1.55 -1.24 -4.44
C 0.32 -1.71 -5.22
I 3.21 -2.51 -5.13
P -1.90 2.57 -2.90
N -2.98 2.44 -1.76
H 0.95 -0.71 -1.22
H 0.61 -1.00 0.47
H 1.78 0.24 0.03
H 1.12 2.02 -1.15
H -0.51 2.62 -0.79
H -1.24 0.06 -3.73
H -1.61 -0.01 -2.18
H 1.94 0.62 -2.69
H 2.54 1.92 -3.68
H 1.41 0.55 -5.69
H 2.97 0.21 -5.00
H 1.48 -1.41 -3.38
H -0.45 -0.95 -5.30
H -0.10 -2.58 -4.72
H 0.62 -2.00 -6.22
H -2.41 2.28 -4.19
H -1.42 3.90 -2.95
H -2.68 1.75 -1.08
C 4.88 -0.66 -1.11
Cl 4.90 0.99 -1.73
Cl 3.44 -1.52 -1.66
H 5.76 -1.18 -1.47
H 4.88 -0.63 -0.03
C -2.82 -3.10 -2.44
Cl -3.20 -2.09 -3.84
Cl -2.05 -2.17 -1.15
H -3.74 -3.53 -2.06
H -2.14 -3.89 -2.75
C 7.47 3.60 -0.18
Cl 6.84 2.19 0.69
Cl 9.08 3.28 -0.85
H 6.80 3.84 -1.01
H 7.54 4.42 0.51
C 0.35 -1.78 3.81
Cl -0.97 -1.30 2.74
Cl 1.65 -2.58 2.91
H 0.75 -0.90 4.29
H -0.05 -2.48 4.55
C -3.03 4.86 0.85
Cl -2.43 6.42 0.25
Cl -4.57 5.07 1.70
H -3.17 4.19 0.01
H -2.30 4.45 1.54
C -2.60 -1.66 6.62
Cl -1.81 -3.18 6.17
Cl -1.54 -0.27 6.35
H -3.49 -1.54 6.01
H -2.87 -1.69 7.67
C -6.13 -2.51 4.80
Cl -6.32 -0.77 4.55
Cl -5.43 -2.87 6.38
H -7.10 -2.98 4.73
H -5.48 -2.90 4.03
C -3.31 1.71 3.18
Cl -1.85 2.30 3.99
Cl -3.26 2.05 1.45
H -3.38 0.64 3.32
H -4.18 2.21 3.61
C 4.95 4.79 -3.74
Cl 3.49 3.95 -3.23
Cl 5.98 5.25 -2.37
H 5.52 4.14 -4.39
H 4.66 5.69 -4.27
C 7.56 -3.30 -5.87
Cl 7.60 -1.64 -6.49
Cl 6.12 -4.16 -6.43
H 8.44 -3.82 -6.23
H 7.55 -3.27 -4.79
C -7.08 -3.37 -1.93
Cl -6.25 -4.88 -2.37
Cl -6.08 -1.95 -2.26
H -7.99 -3.30 -2.51
H -7.31 -3.40 -0.88
C 9.12 -3.82 -9.12
Cl 10.61 -3.34 -8.29
Cl 9.10 -3.27 -10.80
H 9.05 -4.90 -9.11
H 8.28 -3.38 -8.60
C 6.39 7.58 0.66
Cl 5.74 6.22 1.59
Cl 8.01 7.24 0.02
H 5.73 7.78 -0.17
H 6.45 8.44 1.31
C -4.26 2.59 7.07
Cl -5.03 3.18 8.55
Cl -4.88 0.99 6.61
H -4.46 3.28 6.27
H -3.19 2.51 7.24
C -8.11 -2.94 9.72
Cl -7.31 -4.45 9.28
Cl -7.05 -1.55 9.48
H -8.99 -2.82 9.11
H -8.39 -2.99 10.77
C 7.26 -0.95 3.39
Cl 5.84 -0.46 2.45
Cl 8.49 -1.68 2.36
H 7.67 -0.07 3.86
H 6.95 -1.67 4.14
C -4.95 8.99 2.60
Cl -5.56 8.00 3.92
Cl -4.19 10.48 3.18
H -4.22 8.42 2.05
H -5.78 9.26 1.95
C 1.52 -6.41 -6.33
Cl 0.15 -5.34 -6.63
Cl 2.81 -6.15 -7.51
H 1.91 -6.21 -5.34
H 1.19 -7.44 -6.41
C -9.33 -6.96 6.82
Cl -8.67 -5.41 6.27
Cl -10.88 -6.75 7.63
H -9.47 -7.60 5.96
H -8.63 -7.40 7.51
*
```

Output
**Kohn-Sham gap**: 8.71 eV
**LUMO level**: 0.04 eV
**Maximum force**: 1.66 eV/A
**Relative energy (zero: lowest compared OMol25 entry of this formula, charge and spin)**: 45.6 kJ/mol
**Molecular weight**: 1933.838 g mol⁻¹

Atom charges from the Mulliken analysis, given in e for atoms 1 to 2: C -0.0822; O -0.0393

=====

ORCA calculation (ωB97M-V/def2-TZVPD) on a cluster of 7 separate species, C26H56FIO7P2 in total.

ORCA input file:
```
! RIJCOSX wB97M-V def2-TZVPD def2/J DEFGRID3
* xyz 0 1
C -0.50 0.97 4.87
C -1.40 1.66 3.86
F -1.20 3.05 3.90
P -3.23 1.39 4.13
P -5.57 1.14 4.37
O -5.96 2.70 3.90
I -5.82 0.14 2.17
H -1.04 0.27 5.52
H -0.03 1.71 5.52
H 0.29 0.40 4.39
H -1.15 1.34 2.84
H -3.56 2.45 3.23
H -3.14 0.02 3.71
H -3.15 1.72 5.52
H -5.85 3.34 4.62
C -1.00 -0.57 -1.12
C -1.61 0.79 -1.45
C -1.71 1.42 -0.07
O -0.60 0.90 0.68
C -0.01 -0.20 -0.02
H -0.51 -1.04 -1.97
H -1.75 -1.26 -0.73
H -0.93 1.35 -2.08
H -2.58 0.72 -1.94
H -2.64 1.15 0.44
H -1.63 2.51 -0.08
H 0.95 0.12 -0.45
H 0.18 -1.00 0.69
C 1.79 2.52 -5.70
C 2.82 2.53 -4.57
C 1.93 2.52 -3.34
O 0.76 1.79 -3.70
C 0.72 1.60 -5.12
H 2.18 2.16 -6.65
H 1.38 3.52 -5.85
H 3.43 1.63 -4.61
H 3.49 3.39 -4.60
H 1.64 3.54 -3.05
H 2.38 2.04 -2.47
H 0.94 0.55 -5.34
H -0.29 1.82 -5.47
C -7.84 7.62 2.28
C -7.85 6.14 1.89
C -6.47 5.70 2.35
O -6.16 6.49 3.50
C -7.09 7.57 3.60
H -8.84 8.05 2.38
H -7.28 8.20 1.54
H -8.62 5.60 2.45
H -8.01 5.97 0.83
H -5.72 5.88 1.57
H -6.42 4.65 2.64
H -7.78 7.39 4.43
H -6.53 8.49 3.81
C 1.78 -1.93 2.78
C 2.97 -2.08 3.71
C 2.29 -2.38 5.04
O 1.09 -3.09 4.72
C 0.85 -3.01 3.31
H 2.03 -2.08 1.73
H 1.31 -0.95 2.89
H 3.59 -2.92 3.38
H 3.60 -1.18 3.76
H 2.04 -1.46 5.58
H 2.89 -3.01 5.70
H 1.07 -3.98 2.85
H -0.21 -2.79 3.16
C 3.20 -5.41 -0.48
C 4.26 -4.44 -1.01
C 4.34 -3.43 0.13
O 4.05 -4.16 1.33
C 3.53 -5.45 1.00
H 3.23 -6.39 -0.95
H 2.20 -4.99 -0.64
H 5.22 -4.96 -1.12
H 4.01 -3.98 -1.96
H 3.60 -2.64 0.00
H 5.32 -2.97 0.24
H 4.28 -6.21 1.22
H 2.66 -5.64 1.64
C 3.32 -4.78 -6.32
C 4.39 -3.81 -6.80
C 4.44 -2.82 -5.65
O 4.13 -3.56 -4.47
C 3.61 -4.85 -4.83
H 3.37 -5.76 -6.80
H 2.32 -4.37 -6.49
H 5.35 -4.33 -6.91
H 4.15 -3.34 -7.76
H 3.70 -2.02 -5.79
H 5.42 -2.36 -5.52
H 4.37 -5.61 -4.61
H 2.73 -5.05 -4.22
*
```

Output
**Kohn-Sham gap**: 7.82 eV
**LUMO level**: 0.38 eV
**Maximum force**: 0.24 eV/A
**Molecular weight**: 688.577 g mol⁻¹
**SMILES string**: C[C@H](F)[PH3]P(O)I.C1CCOC1.C1CCOC1.C1CCOC1.C1CCOC1.C1CCOC1.C1CCOC1

Atom charges from the Mulliken analysis, given in e for atoms 1 to 2: C -0.9727; C 1.3058

=====

ORCA calculation (ωB97M-V/def2-TZVPD) on a structure of composition C26H56N2NbO6S2 in a non-equilibrium geometry.

ORCA input file:
```
! RIJCOSX wB97M-V def2-TZVPD def2/J DEFGRID3
* xyz -1 1
C 2.31 0.72 1.14
C 2.27 0.55 -0.49
C 2.45 1.93 -1.34
C 1.45 3.17 -0.82
Nb -0.73 2.88 -1.45
O -0.87 1.35 0.01
C -2.84 2.36 -2.15
C -2.73 0.98 -3.09
C -4.18 0.22 -3.04
C -4.13 -1.39 -3.36
C -3.16 -2.25 -2.34
O -3.62 -3.65 -2.35
C -3.30 -4.36 -1.10
C -1.79 -4.01 -0.49
C -1.43 4.47 0.03
C -2.84 4.13 0.81
C -2.64 3.16 2.15
S -4.26 3.32 3.15
C -4.92 1.54 3.36
S -4.30 0.69 4.75
N -5.90 0.89 2.38
C -5.38 0.95 0.96
C -4.07 -0.02 0.75
C -6.28 -0.51 2.81
C -7.37 -1.26 1.81
N -0.58 4.27 -3.10
C 0.01 5.45 -2.73
O 0.71 6.40 -2.06
H 1.18 0.76 1.52
H 2.80 -0.19 1.69
H 2.78 1.76 1.44
H 3.20 -0.14 -0.78
H 1.32 -0.08 -0.86
H 2.16 1.67 -2.47
H 3.56 2.33 -1.39
H 1.44 3.26 0.37
H 1.95 4.16 -1.21
H -0.12 1.58 -2.61
H -0.75 0.49 -0.50
H -3.21 3.20 -2.89
H -3.60 2.10 -1.30
H -1.92 0.29 -2.56
H -2.39 1.21 -4.19
H -4.74 0.37 -2.02
H -4.84 0.70 -3.92
H -5.23 -1.80 -3.17
H -3.89 -1.66 -4.49
H -2.04 -2.21 -2.70
H -3.29 -1.78 -1.27
H -3.25 -5.52 -1.37
H -4.15 -4.28 -0.27
H -1.80 -2.94 0.04
H -0.95 -4.07 -1.31
H -1.55 -4.81 0.32
H -1.54 5.55 -0.41
H -0.58 4.55 0.86
H -3.70 3.74 0.12
H -3.22 5.17 1.25
H -1.78 3.56 2.84
H -2.55 2.02 1.88
H -6.17 0.62 0.14
H -5.10 2.07 0.68
H -3.33 -0.02 1.66
H -3.45 0.20 -0.23
H -4.47 -1.13 0.63
H -6.81 -0.47 3.88
H -5.36 -1.26 2.89
H -6.80 -1.72 0.87
H -8.17 -0.51 1.37
H -7.91 -2.17 2.33
C 8.06 -2.02 -2.06
O 7.98 -1.62 -0.70
C 7.05 -0.56 -0.50
C 6.49 -0.60 0.93
O 5.49 -1.61 1.11
C 5.95 -2.97 1.12
C 6.71 -3.33 2.40
O 8.04 -2.80 2.35
C 8.57 -2.54 3.64
H 8.45 -1.20 -2.68
H 8.73 -2.88 -2.13
H 7.07 -2.33 -2.43
H 6.23 -0.62 -1.21
H 7.60 0.38 -0.65
H 5.99 0.35 1.12
H 7.28 -0.69 1.68
H 6.52 -3.20 0.22
H 5.04 -3.58 1.09
H 6.79 -4.41 2.49
H 6.17 -2.93 3.27
H 7.93 -1.84 4.19
H 9.55 -2.08 3.52
H 8.68 -3.48 4.20
*
```

Output
**Kohn-Sham gap**: 6.51 eV
**LUMO level**: 1.72 eV
**Maximum force**: 9.82 eV/A
**Molecular weight**: 649.782 g mol⁻¹

Atom charges from the Mulliken analysis, given in e for atoms 1 to 2: C -0.8062; C 0.0810

=====

ORCA calculation (ωB97M-V/def2-TZVPD) on a structure of composition C26H56N3NbO22P in a non-equilibrium geometry.

ORCA input file:
```
! RIJCOSX wB97M-V def2-TZVPD def2/J DEFGRID3
* xyz -1 1
C -2.92 2.87 -1.06
C -2.94 2.02 0.19
C -4.06 2.30 1.18
N -2.08 1.12 0.44
Nb -2.19 -0.65 -0.47
C -4.36 -0.39 -1.23
C -5.15 -1.62 -1.55
O -5.32 -2.60 -0.88
O -5.79 -1.60 -2.79
N -1.29 0.08 -2.22
C -1.16 -0.56 -3.31
C -2.29 -1.31 -4.00
C 0.16 -0.62 -4.06
P -0.03 -1.54 0.76
N 0.44 -0.56 1.89
O -0.26 -3.05 1.37
O 1.23 -1.83 -0.24
H -2.50 3.86 -0.85
H -2.32 2.37 -1.83
H -3.94 3.01 -1.42
H -4.85 2.94 0.78
H -4.48 1.33 1.47
H -3.64 2.74 2.08
H -2.11 -2.33 -1.16
H -3.05 -1.43 0.94
H -4.95 0.11 -0.45
H -4.30 0.23 -2.13
H -5.61 -0.76 -3.21
H -2.04 -1.55 -5.03
H -2.47 -2.24 -3.45
H -3.20 -0.72 -3.99
H 0.85 0.12 -3.65
H 0.58 -1.62 -4.03
H -0.02 -0.38 -5.11
H 1.38 -0.19 1.75
H -1.09 -3.01 1.87
H 1.23 -2.74 -0.57
C 3.40 -3.83 1.63
O 3.54 -5.24 1.36
C 2.92 -5.62 0.25
O 2.32 -4.92 -0.52
O 3.07 -6.95 0.12
C 2.42 -7.50 -1.03
H 3.97 -3.64 2.54
H 3.80 -3.25 0.80
H 2.35 -3.58 1.77
H 2.83 -7.07 -1.94
H 1.35 -7.33 -0.98
H 2.63 -8.57 -0.99
C 5.31 0.95 -2.77
O 5.93 0.95 -4.07
C 5.19 1.50 -5.02
O 4.09 1.98 -4.88
O 5.86 1.45 -6.17
C 5.16 2.00 -7.29
H 6.04 0.49 -2.11
H 5.10 1.97 -2.45
H 4.39 0.37 -2.78
H 4.94 3.06 -7.11
H 4.22 1.47 -7.45
H 5.82 1.88 -8.14
C 0.01 7.48 -0.56
O -1.36 7.25 -0.93
C -1.86 8.12 -1.81
O -1.28 9.07 -2.27
O -3.11 7.76 -2.08
C -3.79 8.62 -2.99
H 0.24 6.70 0.15
H 0.65 7.42 -1.43
H 0.11 8.46 -0.10
H -3.28 8.65 -3.95
H -3.86 9.63 -2.59
H -4.78 8.20 -3.10
C 9.79 -7.56 2.01
O 8.68 -8.45 2.20
C 7.50 -7.93 1.84
O 7.34 -6.82 1.39
O 6.56 -8.84 2.06
C 5.23 -8.41 1.73
H 10.66 -8.12 2.34
H 9.89 -7.29 0.96
H 9.66 -6.66 2.60
H 5.15 -8.16 0.68
H 4.94 -7.55 2.33
H 4.59 -9.26 1.97
C -7.77 7.13 2.92
O -7.01 8.02 2.09
C -5.74 7.65 1.94
O -5.22 6.68 2.43
O -5.13 8.53 1.14
C -3.75 8.22 0.89
H -8.77 7.56 2.95
H -7.79 6.13 2.50
H -7.35 7.09 3.92
H -3.66 7.25 0.41
H -3.19 8.23 1.82
H -3.39 9.00 0.24
C -2.44 -4.04 7.88
O -2.21 -3.09 6.84
C -0.92 -3.00 6.46
O -0.02 -3.65 6.94
O -0.84 -2.11 5.50
C 0.49 -1.90 4.97
H -3.51 -3.99 8.08
H -2.16 -5.04 7.56
H -1.88 -3.78 8.78
H 0.86 -2.83 4.54
H 1.15 -1.57 5.76
H 0.41 -1.16 4.18
*
```

Output
**Kohn-Sham gap**: 6.47 eV
**LUMO level**: 1.99 eV
**Maximum force**: 3.07 eV/A
**Molecular weight**: 886.613 g mol⁻¹

Atom charges from the Mulliken analysis, given in e for atoms 1 to 2: C -1.0840; C 1.0067